Entry 1:
Density functional theory data (the ωB97M-V functional and the def2-TZVPD basis) for a structure of composition C49H51AuF6N3OP2Se.

The geometry in XYZ format:
```
114
C49H51AuF6N3OP2Se (the ωB97M-V functional and the def2-TZVPD basis)
Au 0.219 -0.278 -0.874
Se -1.295 2.110 -1.293
P -1.004 -2.119 0.102
P 2.496 0.653 -0.819
F 0.376 -0.743 -6.277
F -0.783 -2.918 -4.972
F -0.262 -3.093 -2.879
F 0.330 1.050 -5.084
F -1.476 -0.103 -5.364
F -1.975 -1.919 -3.464
O -0.048 -0.162 -2.852
N 0.459 0.091 1.050
N -3.842 2.514 -0.104
N -2.224 3.202 1.204
C -4.532 1.956 -1.262
C -2.510 -2.900 -0.507
C 2.517 3.188 -3.965
C 1.781 -5.645 1.011
C 3.572 2.725 -4.737
C 2.226 2.587 -2.753
C 4.749 -2.134 1.087
C 6.005 -1.550 1.091
C 1.320 0.944 2.918
C -0.886 3.464 1.714
C -5.435 5.215 -3.198
C 2.112 1.825 0.540
C -5.776 3.119 1.417
C -3.615 -4.702 -1.652
C -5.002 4.102 3.497
C 4.342 1.658 -4.298
C -0.155 -0.192 -5.172
C -5.393 4.225 -2.044
C -4.649 2.948 -2.413
C -0.407 7.229 0.825
C -4.830 -4.048 -1.513
C -3.412 3.441 1.881
C 0.321 0.004 3.269
C -4.890 -2.821 -0.868
C -2.457 -4.131 -1.154
C 0.644 -5.428 1.779
C -0.205 -0.489 2.090
C 6.206 -0.316 0.485
C 0.132 -3.478 0.460
C -3.734 -2.245 -0.369
C -0.269 4.727 1.126
C 4.058 1.052 -3.085
C 3.893 -0.265 -0.158
C 1.363 1.000 1.539
C 3.691 -1.491 0.461
C 3.006 1.524 -2.302
C -6.034 3.670 2.658
C -1.071 5.991 1.409
C -0.183 -4.356 1.499
C 5.154 0.332 -0.136
C -3.675 4.000 3.125
C 1.266 -3.702 -0.304
C -4.444 3.004 1.044
C -0.729 -2.236 -3.821
C -1.374 -1.351 1.731
C 1.656 -1.464 -4.003
C 2.088 -4.787 -0.031
C 0.202 -1.008 -3.894
C -2.504 2.643 0.007
H 3.019 2.266 0.962
H 2.707 -1.931 0.478
H -3.990 1.058 -1.569
H -6.581 2.802 0.770
H 1.987 -1.828 -3.030
H 0.582 7.386 1.258
H -5.837 -2.312 -0.753
H -0.007 -0.243 4.263
H -2.078 5.887 0.995
H -5.733 -4.496 -1.904
H -3.649 3.184 -2.784
H 1.910 1.535 3.597
H 1.482 2.616 0.119
H -1.603 -2.114 2.475
H -5.522 1.656 -0.913
H -1.083 -4.217 2.084
H -5.969 6.124 -2.925
H 7.185 0.142 0.499
H -0.979 3.545 2.798
H 2.278 -0.616 -4.286
H -2.885 4.347 3.774
H -5.250 4.532 4.457
H -6.413 3.979 -1.731
H 1.907 4.008 -4.313
H 5.315 1.296 -0.603
H -1.195 6.111 2.490
H 4.586 -3.086 1.573
H -0.150 4.595 0.046
H -5.933 4.784 -4.067
H 2.968 -4.957 -0.637
H -0.284 7.131 -0.254
H 5.162 1.293 -4.902
H -0.999 8.123 1.012
H -1.515 -4.652 -1.259
H 0.737 4.828 1.546
H -3.569 -5.660 -2.150
H 1.507 -3.037 -1.125
H -3.793 -1.282 0.122
H -5.171 2.438 -3.227
H -2.267 -0.733 1.600
H 2.423 -6.489 1.225
H 1.377 2.935 -2.178
H -4.914 4.695 -1.179
H 6.833 -2.049 1.576
H 0.396 -6.101 2.588
H -0.283 2.580 1.503
H 3.791 3.193 -5.687
H -7.058 3.777 2.985
H -4.427 5.498 -3.504
H 1.781 -2.256 -4.739
H 4.655 0.213 -2.754
```

Summary:
total charge: +1
relative energy (zero: lowest compared OMol25 entry of this formula, charge and spin): 0.0 kJ/mol
HOMO-LUMO gap: 6.2 eV
molecular weight: 1149.83 g mol⁻¹

Atomic partial charges in e from the Löwdin method, atoms 1 to 99: number 1, Au, carries 0.91; number 2, Se, carries 0.79; number 3, P, carries 1.03; number 4, P, carries 1.05; number 5, F, carries 0.16; number 6, F, carries 0.18; number 7, F, carries 0.11; number 8, F, carries 0.16; number 9, F, carries 0.17; number 10, F, carries 0.16; number 11, O, carries -0.37; number 12, N, carries -0.17; number 13, N, carries -0.02; number 14, N, carries 0.00; number 15, C, carries -0.16; number 16, C, carries -0.35; number 17, C, carries -0.06; number 18, C, carries -0.06; number 19, C, carries -0.06; number 20, C, carries -0.09; number 21, C, carries -0.06; number 22, C, carries -0.06; number 23, C, carries -0.05; number 24, C, carries -0.14; number 25, C, carries -0.10; number 26, C, carries -0.24; number 27, C, carries 0.00; number 28, C, carries -0.05; number 29, C, carries -0.07; number 30, C, carries -0.06; number 31, C, carries -0.56; number 32, C, carries -0.27; number 33, C, carries -0.20; number 34, C, carries -0.10; number 35, C, carries -0.06; number 36, C, carries -0.14; number 37, C, carries -0.03; number 38, C, carries -0.07; number 39, C, carries -0.09; number 40, C, carries -0.06; number 41, C, carries -0.37; number 42, C, carries -0.06; number 43, C, carries -0.36; number 44, C, carries -0.09; number 45, C, carries -0.20; number 46, C, carries -0.11; number 47, C, carries -0.35; number 48, C, carries -0.42; number 49, C, carries -0.08; number 50, C, carries -0.36; number 51, C, carries -0.07; number 52, C, carries -0.26; number 53, C, carries -0.07; number 54, C, carries -0.09; number 55, C, carries 0.00; number 56, C, carries -0.13; number 57, C, carries -0.15; number 58, C, carries -0.56; number 59, C, carries -0.23; number 60, C, carries 0.03; number 61, C, carries -0.07; number 62, C, carries -0.45; number 63, C, carries -0.61; number 64, H, carries 0.11; number 65, H, carries 0.07; number 66, H, carries 0.10; number 67, H, carries 0.11; number 68, H, carries 0.07; number 69, H, carries 0.08; number 70, H, carries 0.11; number 71, H, carries 0.10; number 72, H, carries 0.11; number 73, H, carries 0.11; number 74, H, carries 0.09; number 75, H, carries 0.11; number 76, H, carries 0.05; number 77, H, carries 0.10; number 78, H, carries 0.12; number 79, H, carries 0.11; number 80, H, carries 0.07; number 81, H, carries 0.11; number 82, H, carries 0.13; number 83, H, carries 0.08; number 84, H, carries 0.11; number 85, H, carries 0.11; number 86, H, carries 0.11; number 87, H, carries 0.12; number 88, H, carries 0.11; number 89, H, carries 0.11; number 90, H, carries 0.11; number 91, H, carries 0.09; number 92, H, carries 0.08; number 93, H, carries 0.12; number 94, H, carries 0.08; number 95, H, carries 0.11; number 96, H, carries 0.07; number 97, H, carries 0.11; number 98, H, carries 0.12; number 99, H, carries 0.11



Entry 2:
Density functional theory data (the ωB97M-V functional and the def2-TZVPD basis) for a structure of composition C49H51GeNO7Tc at a distorted geometry.

The geometry in XYZ format:
```
110
C49H51GeNO7Tc (the ωB97M-V functional and the def2-TZVPD basis)
Tc -0.497 -0.135 -0.047
Ge 3.244 1.733 3.996
O -1.102 1.097 -1.506
O 3.326 -0.405 -0.428
O -0.053 -1.348 1.479
O -2.592 1.920 -2.946
O -0.538 -1.584 -1.376
O 1.927 0.763 0.927
O 0.132 -1.644 3.690
N -0.741 1.200 1.677
C -0.838 0.397 2.911
C 7.640 3.567 3.699
C 3.068 2.569 6.784
C -2.304 1.474 -1.854
C 2.839 1.508 5.908
C -3.952 -1.012 -1.466
C -1.815 -1.809 -5.291
C 2.200 0.138 7.793
C -4.772 1.011 1.638
C 2.440 1.199 8.654
C -2.488 -5.373 -4.190
C -0.187 -0.990 2.717
C -3.458 2.404 0.154
C 2.694 -1.084 -2.598
C 5.260 3.855 3.523
C 3.900 -0.279 1.828
C -5.521 0.792 2.926
C 0.921 3.521 4.029
C 2.251 3.700 2.042
C 0.089 4.532 3.565
C -0.966 -4.286 -0.901
C 2.925 0.100 0.746
C -3.085 -6.614 -4.788
C 2.420 1.235 -1.990
C 6.162 1.737 4.179
C 2.397 0.295 6.428
C 2.868 2.419 8.147
C 2.765 -0.067 -1.660
C -2.010 -5.353 -2.888
C 2.007 3.088 3.272
C -1.876 -3.035 -4.414
C -3.963 0.119 -0.473
C -0.964 -1.759 -2.529
C -1.462 -4.211 -2.318
C -2.403 -4.201 -4.936
C -3.310 1.326 -0.722
C 3.355 -0.113 3.247
C 0.347 5.132 2.343
C 5.051 2.526 3.882
C -2.850 3.736 -0.191
C 7.447 2.249 4.088
C -4.680 -0.019 0.712
C 2.308 -0.787 -3.894
C 1.984 0.516 -4.245
C 6.545 4.373 3.426
C 1.433 4.718 1.581
C 2.025 1.518 -3.289
C -1.398 -3.022 -3.084
C -4.178 2.230 1.331
H -2.972 -7.466 -4.120
H -2.606 -6.853 -5.738
H 8.642 3.967 3.611
H -0.279 5.938 1.983
H 3.051 3.249 8.818
H -4.279 3.068 2.013
H -3.326 4.133 -1.090
H 4.028 -0.625 3.938
H -0.753 4.858 4.165
H 0.101 -4.068 -0.849
H -2.332 -0.960 -4.841
H 6.689 5.405 3.131
H 0.743 3.074 5.002
H 1.689 0.756 -5.258
H -2.069 -6.255 -2.290
H 2.253 -1.584 -4.626
H -5.538 1.691 3.541
H -1.889 0.220 3.144
H -1.147 -5.279 -0.491
H 1.861 -0.812 8.184
H 3.414 3.519 6.390
H 8.298 1.619 4.314
H -3.515 -0.700 -2.414
H 6.017 0.708 4.494
H -4.149 -6.471 -4.985
H 4.410 4.494 3.317
H 2.467 2.018 -1.247
H 4.179 -1.317 1.637
H -6.551 0.496 2.721
H 3.104 3.383 1.453
H 4.801 0.329 1.690
H 2.293 1.075 9.719
H -1.089 -0.873 -3.155
H 2.382 -0.600 3.326
H 2.937 -2.096 -2.300
H -0.367 0.888 3.764
H 0.106 1.762 1.722
H -1.522 1.845 1.619
H 1.639 5.203 0.635
H -5.057 -0.011 3.502
H -3.388 -1.866 -1.084
H -1.455 -3.552 -0.263
H -2.280 -2.013 -6.253
H 2.199 -0.538 5.762
H -4.971 -1.350 -1.654
H -1.786 3.636 -0.414
H 1.749 2.529 -3.553
H -0.777 -1.516 -5.463
H -2.981 4.451 0.620
H -5.181 -0.961 0.912
H -2.769 -4.203 -5.957
```

Summary:
relative energy (zero: lowest compared OMol25 entry of this formula, charge and spin): 0.0 kJ/mol
HOMO-LUMO gap (spin up / spin down): 7.6 / 6.0 eV
multiplicity: 4
expectation value of S²: 3.8229
molecular weight: 936.56 g mol⁻¹

Atomic partial charges in e from the Löwdin method, atoms 1 to 99: number 1, Tc, carries 1.43; number 2, Ge, carries 1.05; number 3, O, carries -0.21; number 4, O, carries 0.08; number 5, O, carries -0.21; number 6, O, carries 0.08; number 7, O, carries -0.20; number 8, O, carries 0.04; number 9, O, carries 0.05; number 10, N, carries -0.04; number 11, C, carries -0.12; number 12, C, carries -0.09; number 13, C, carries -0.11; number 14, C, carries -0.61; number 15, C, carries -0.28; number 16, C, carries -0.02; number 17, C, carries -0.03; number 18, C, carries -0.08; number 19, C, carries -0.27; number 20, C, carries -0.09; number 21, C, carries -0.25; number 22, C, carries -0.65; number 23, C, carries -0.24; number 24, C, carries -0.01; number 25, C, carries -0.11; number 26, C, carries -0.13; number 27, C, carries -0.05; number 28, C, carries -0.12; number 29, C, carries -0.14; number 30, C, carries -0.08; number 31, C, carries -0.03; number 32, C, carries -0.45; number 33, C, carries -0.04; number 34, C, carries -0.01; number 35, C, carries -0.11; number 36, C, carries -0.10; number 37, C, carries -0.09; number 38, C, carries -0.24; number 39, C, carries -0.01; number 40, C, carries -0.28; number 41, C, carries -0.20; number 42, C, carries -0.21; number 43, C, carries -0.17; number 44, C, carries -0.18; number 45, C, carries -0.01; number 46, C, carries -0.09; number 47, C, carries -0.23; number 48, C, carries -0.09; number 49, C, carries -0.27; number 50, C, carries -0.03; number 51, C, carries -0.09; number 52, C, carries -0.01; number 53, C, carries -0.08; number 54, C, carries -0.09; number 55, C, carries -0.09; number 56, C, carries -0.08; number 57, C, carries -0.06; number 58, C, carries -0.11; number 59, C, carries -0.02; number 60, H, carries 0.08; number 61, H, carries 0.08; number 62, H, carries 0.10; number 63, H, carries 0.10; number 64, H, carries 0.10; number 65, H, carries 0.12; number 66, H, carries 0.09; number 67, H, carries 0.07; number 68, H, carries 0.10; number 69, H, carries 0.09; number 70, H, carries 0.08; number 71, H, carries 0.10; number 72, H, carries 0.10; number 73, H, carries 0.10; number 74, H, carries 0.12; number 75, H, carries 0.11; number 76, H, carries 0.07; number 77, H, carries 0.12; number 78, H, carries 0.08; number 79, H, carries 0.10; number 80, H, carries 0.10; number 81, H, carries 0.10; number 82, H, carries 0.07; number 83, H, carries 0.10; number 84, H, carries 0.09; number 85, H, carries 0.09; number 86, H, carries 0.12; number 87, H, carries 0.13; number 88, H, carries 0.08; number 89, H, carries 0.10; number 90, H, carries 0.13; number 91, H, carries 0.10; number 92, H, carries 0.11; number 93, H, carries 0.05; number 94, H, carries 0.13; number 95, H, carries 0.11; number 96, H, carries 0.06; number 97, H, carries 0.08; number 98, H, carries 0.10; number 99, H, carries 0.08



> Look up the molecular weight of the second one.

936.56 g mol⁻¹



> Among the records above, which one has the highest molecular weight?

C49H51AuF6N3OP2Se